DFT (ωB97M-V/def2-TZVPD) results for a cluster of 10 separate species, C27H68F3N14O13S in total.

Charge: -1
Highest occupied orbital energy, Eh: -0.2213
Electronic energy, eV: -95574.059
Frontier orbital gap, eV: 7.8

Structure (XYZ):
```
126
Properties=species:S:1:pos:R:3:lowdin_charge:R:1
C 0.04 11.41 -14.33 -0.60
F -0.99 10.94 -15.07 0.10
F -0.25 12.67 -14.01 0.11
F 0.21 10.61 -13.24 0.10
S 1.64 11.37 -15.35 0.49
O 1.26 12.19 -16.50 -0.35
O 2.64 11.99 -14.51 -0.30
O 1.89 9.95 -15.57 -0.34
C 5.70 6.58 -13.36 -0.20
C 5.82 7.01 -14.81 -0.21
O 4.96 8.11 -15.17 -0.11
O 4.56 5.68 -13.30 -0.10
H 5.63 7.42 -12.67 0.11
H 6.50 5.93 -12.99 0.11
H 5.46 6.18 -15.44 0.12
H 6.79 7.19 -15.27 0.12
H 4.04 7.91 -14.94 0.07
H 4.10 5.89 -14.12 0.02
C 0.09 7.46 -19.20 -0.63
O -0.44 7.13 -20.26 0.00
N -0.47 7.26 -17.93 0.13
N 1.40 7.94 -19.16 0.15
H 0.06 7.44 -17.07 0.05
H -1.44 7.11 -17.74 0.09
H 1.77 8.05 -20.08 0.10
H 1.80 8.35 -18.33 0.09
C -1.08 15.21 -17.21 -0.68
O -1.42 16.35 -16.92 0.00
N -1.49 14.72 -18.43 0.14
N -0.41 14.33 -16.42 0.17
H -1.14 13.85 -18.80 0.09
H -2.18 15.24 -18.93 0.09
H -0.06 13.51 -16.91 0.05
H -0.10 14.47 -15.49 0.09
C 4.39 15.34 -15.77 -0.58
O 5.52 15.35 -15.24 -0.01
N 3.57 16.49 -15.90 0.14
N 3.80 14.13 -16.18 0.15
H 2.72 16.38 -16.42 0.08
H 4.03 17.37 -16.03 0.09
H 4.12 13.34 -15.64 0.07
H 2.85 14.07 -16.48 0.04
C 3.58 13.78 -20.12 -0.58
O 3.25 14.56 -21.08 -0.06
N 4.53 12.78 -20.29 0.14
N 2.78 13.63 -18.96 0.14
H 4.91 12.27 -19.48 0.04
H 4.90 12.71 -21.22 0.09
H 2.39 14.58 -18.92 0.10
H 3.03 13.10 -18.15 0.02
C 1.20 6.21 -15.24 -0.60
O 2.27 6.54 -14.72 0.01
N 0.93 5.05 -15.93 0.17
N 0.07 6.99 -15.03 0.15
H 0.07 5.00 -16.42 0.08
H 1.75 4.55 -16.21 0.11
H -0.81 6.74 -15.43 0.08
H 0.16 7.84 -14.49 0.10
C 5.45 11.06 -17.14 -0.62
O 5.89 11.87 -17.97 -0.01
N 4.16 10.60 -17.08 0.17
N 6.25 10.43 -16.22 0.17
H 3.89 9.93 -16.38 0.05
H 3.43 10.92 -17.69 0.08
H 5.84 9.77 -15.57 0.06
H 7.23 10.61 -16.18 0.10
C 0.92 8.75 -8.32 -0.04
C 0.57 9.00 -9.79 -0.50
C -0.05 10.42 -9.77 -0.13
C 0.94 11.57 -9.77 -0.16
C 2.01 11.35 -10.85 -0.14
C 2.67 9.98 -10.88 -0.50
N 1.71 8.93 -10.68 -0.10
O 2.21 7.62 -10.90 0.00
C 3.37 9.89 -12.24 -0.02
C 3.71 9.96 -9.74 -0.03
C -0.50 8.03 -10.29 -0.04
H 0.03 8.68 -7.69 0.08
H 1.53 9.56 -7.92 0.06
H 1.52 7.85 -8.12 0.09
H -0.79 10.50 -10.58 0.10
H -0.76 10.52 -8.93 0.12
H 1.42 11.77 -8.81 0.10
H 0.62 12.61 -9.97 0.11
H 2.78 12.11 -10.66 0.12
H 1.70 11.71 -11.83 0.09
H 2.57 9.78 -12.98 0.06
H 3.84 10.81 -12.58 0.09
H 4.04 9.04 -12.31 0.06
H 4.43 10.79 -9.64 0.08
H 3.29 9.90 -8.74 0.06
H 4.42 9.12 -9.75 0.08
H -1.31 7.79 -9.58 0.08
H -0.06 7.06 -10.49 0.08
H -1.11 8.34 -11.14 0.08
H 2.19 7.51 -11.87 0.10
C -5.03 12.98 -11.74 -0.06
C -4.33 13.92 -12.72 -0.51
C -4.69 13.32 -14.12 -0.13
C -4.44 14.38 -15.16 -0.19
C -5.27 15.63 -14.87 -0.14
C -4.85 16.30 -13.58 -0.50
N -4.87 15.26 -12.50 -0.11
O -4.47 15.79 -11.25 -0.03
C -3.49 17.01 -13.72 -0.01
C -6.00 17.24 -13.18 -0.04
C -2.82 13.87 -12.46 -0.03
H -4.90 11.91 -11.91 0.08
H -6.11 13.17 -11.79 0.08
H -4.81 13.19 -10.69 0.08
H -4.04 12.45 -14.14 0.12
H -5.71 12.94 -14.24 0.12
H -4.79 14.06 -16.15 0.11
H -3.38 14.63 -15.24 0.09
H -6.29 15.23 -14.80 0.12
H -5.17 16.36 -15.68 0.13
H -3.72 17.94 -14.25 0.08
H -3.06 17.10 -12.73 0.08
H -2.79 16.60 -14.45 0.06
H -5.95 17.66 -12.18 0.07
H -5.96 18.12 -13.83 0.08
H -6.93 16.70 -13.36 0.08
H -2.22 14.24 -13.29 0.07
H -2.42 12.85 -12.36 0.08
H -2.57 14.23 -11.47 0.08
H -5.30 15.92 -10.78 0.10
```